(1)
Computed, not measured: C4H5PS in the gas phase at a distorted geometry, with ωB97M-V/def2-TZVPD.

Computed properties:
SMILES: C1=P2=S=1=CCC2
2S+1: 1
E_tot: -24347.164 eV
energy relative to the best compared isomer or geometry (same formula, charge and spin): 399.1 kJ/mol
frontier orbital gap (alpha / beta): 7.89 / 7.47 eV

CARTESIAN COORDINATES (ANGSTROEM)
C (-1.23, -1.84, -0.18)
P (0.37, -1.86, 0.54)
S (-1.31, -0.83, 1.36)
C (-1.12, 0.56, 0.26)
C (0.25, 1.00, -0.09)
C (1.17, -0.28, -0.27)
H (-2.01, 1.05, -0.07)
H (0.18, 1.45, -1.15)
H (0.54, 1.76, 0.73)
H (0.97, -0.65, -1.27)
H (2.20, -0.37, 0.14)

***

(2)
Computed, not measured: a molecular structure, C4H5PS at a distorted geometry, with ωB97M-V/def2-TZVPD.

Computed properties:
2S+1: 1
E_tot: -24348.823 eV
energy relative to the best compared isomer or geometry (same formula, charge and spin): 239.0 kJ/mol
frontier orbital gap: 8.10 eV

CARTESIAN COORDINATES (ANGSTROEM)
C (-1.58, 1.41, -0.67)
C (0.12, -0.57, -0.15)
C (-0.59, 0.69, 0.17)
C (1.36, -1.00, 0.45)
P (-2.35, 1.09, 0.78)
S (-0.61, -1.63, -1.14)
H (-1.79, 1.66, -1.68)
H (0.23, 1.71, 0.77)
H (1.36, -1.98, 0.94)
H (1.87, -0.21, 1.01)
H (1.98, -1.18, -0.48)

***

(3)
Computed, not measured: C4H6 in the gas phase at a distorted geometry, with ωB97M-V/def2-TZVPD.

Computed properties:
SMILES: CC#CC
2S+1: 1
E_tot: -4242.723 eV
energy relative to the best compared isomer or geometry (same formula, charge and spin): 119.5 kJ/mol
frontier orbital gap: 10.04 eV

CARTESIAN COORDINATES (ANGSTROEM)
C (-1.97, -0.15, -0.15)
C (-0.55, -0.41, -0.25)
C (0.55, -0.07, 0.11)
C (1.97, 0.10, 0.08)
H (-2.53, -0.25, -1.09)
H (-2.04, 0.88, 0.20)
H (-2.39, -0.81, 0.61)
H (2.54, 0.18, 1.01)
H (2.25, 0.91, -0.61)
H (2.09, -0.94, -0.24)

***

(4)
Computed, not measured: C4H6 in the gas phase at a distorted geometry, with ωB97M-V/def2-TZVPD.

Computed properties:
2S+1: 1
E_tot: -4240.788 eV
energy relative to the best compared isomer or geometry (same formula, charge and spin): 306.2 kJ/mol
frontier orbital gap (alpha / beta): 7.71 / 7.94 eV

CARTESIAN COORDINATES (ANGSTROEM)
C (-0.98, 0.98, -0.04)
C (-0.44, -0.33, 0.42)
C (0.80, -0.84, 0.20)
C (1.86, -0.09, -0.43)
H (-1.88, 0.86, -0.67)
H (-0.25, 1.57, -0.60)
H (-1.32, 1.53, 0.84)
H (-1.14, -0.99, 0.91)
H (0.93, -1.91, 0.43)
H (2.37, -0.81, -1.10)

***

(5)
Computed, not measured: 2 unconnected molecules or ions with the total composition C4H6 at a distorted geometry, with ωB97M-V/def2-TZVPD.

Computed properties:
SMILES: C#C.C=C
2S+1: 1
E_tot: -4240.861 eV
energy relative to the best compared isomer or geometry (same formula, charge and spin): 299.1 kJ/mol
frontier orbital gap: 11.15 eV

CARTESIAN COORDINATES (ANGSTROEM)
C (2.01, 0.51, -0.39)
C (1.84, -0.51, 0.21)
H (1.86, 1.65, -0.57)
H (1.91, -1.48, 0.66)
C (-1.10, 0.40, 0.56)
C (-1.39, -0.30, -0.49)
H (-1.70, 1.16, 0.60)
H (-0.47, -0.04, 1.34)
H (-2.06, -0.14, -1.38)
H (-0.89, -1.25, -0.54)

***

(6)
Computed, not measured: C4H6 in the gas phase, with ωB97M-V/def2-TZVPD.

Computed properties:
SMILES: C=CC=C
2S+1: 1
E_tot: -4243.939 eV
energy relative to the best compared isomer or geometry (same formula, charge and spin): 2.1 kJ/mol
frontier orbital gap: 10.04 eV

CARTESIAN COORDINATES (ANGSTROEM)
C (1.85, 0.10, 0.01)
C (0.61, -0.39, -0.01)
C (-0.61, 0.42, -0.02)
C (-1.84, -0.11, 0.02)
H (2.73, -0.53, -0.02)
H (2.04, 1.19, 0.04)
H (0.47, -1.48, 0.00)
H (-0.49, 1.50, -0.03)
H (-2.01, -1.19, 0.01)
H (-2.74, 0.50, 0.00)

***

(7)
Computed, not measured: 2 unconnected molecules or ions with the total composition C4H6 at a distorted geometry, with ωB97M-V/def2-TZVPD.

Computed properties:
2S+1: 1
E_tot: -4239.042 eV
energy relative to the best compared isomer or geometry (same formula, charge and spin): 474.5 kJ/mol
frontier orbital gap: 7.64 eV

CARTESIAN COORDINATES (ANGSTROEM)
C (-1.07, 0.91, -0.03)
C (-0.44, -0.36, 0.35)
C (0.91, -0.41, 0.07)
C (2.17, -0.44, -0.18)
H (-2.09, 0.77, -0.42)
H (-0.53, 1.50, -0.79)
H (-1.17, 1.59, 0.83)
H (-0.92, -0.93, 1.16)
H (0.35, -1.77, -0.05)
H (2.80, -0.86, -0.92)

***

(8)
Computed, not measured: a molecular structure, C4H6AuO2 at a distorted geometry, with ωB97M-V/def2-TZVPD.

Computed properties:
2S+1: 3
E_tot: -11985.283 eV
total charge: +3
energy relative to the best compared isomer or geometry (same formula, charge and spin): 113.2 kJ/mol
frontier orbital gap (alpha / beta): 7.89 / 5.27 eV

CARTESIAN COORDINATES (ANGSTROEM)
O (-0.03, -0.65, 0.34)
C (-0.47, -1.19, -0.69)
O (-0.24, -0.68, -1.92)
C (0.54, 0.72, 0.37)
C (1.01, 0.99, 1.77)
H (1.35, 0.72, -0.36)
H (-0.26, 1.40, 0.05)
H (1.82, 0.31, 2.06)
H (1.40, 2.02, 1.80)
H (0.19, 0.91, 2.49)
Au (-1.41, -3.04, -1.58)
C (-1.58, -1.16, -2.10)
H (-2.29, -0.34, -2.25)